Entry 1:
12
Properties=species:S:1:pos:R:3:forces:R:3 method="wB97M-V/def2-TZVPD" e_lumo_ev=0.119 energy_ha=-2062.32695 smiles="O=C1NSC=C(Cl)C1(Cl)Cl" relative_energy_ev=0.000 gap_ev=8.816 homo_energy_ev=-8.7
C 0.746046 1.526878 0.027860 0.082 -2.449 -0.022
C -0.566712 1.127941 -0.017321 4.519 1.673 0.844
C 0.009497 -1.382129 -0.126139 1.302 -1.988 -0.008
C -1.021349 -0.248880 0.111774 -0.341 -0.602 -1.356
N 1.380462 -1.111396 -0.257334 -0.882 3.089 0.417
O -0.306222 -2.544590 -0.293682 -0.517 1.304 0.628
S 2.130807 0.448070 0.094034 -1.223 -0.814 -0.353
Cl -1.726823 2.312025 0.043671 -1.482 1.584 -0.096
Cl -1.918000 -0.388234 1.653880 0.275 -0.650 -0.513
Cl -2.065243 -0.404249 -1.377183 -0.532 -0.581 0.379
H 1.328471 2.439212 0.031706 -1.475 0.991 -0.057
H 2.009070 -1.774650 0.108739 0.275 -1.557 0.138

Entry 2:
16
Properties=species:S:1:pos:R:3:forces:R:3 method="wB97M-V/def2-TZVPD" e_lumo_ev=0.607 energy_ha=-308.77128 relative_energy_ev=3.453 gap_ev=8.735 homo_energy_ev=-8.1
C -1.972014 -0.313691 0.265247 -0.048 0.040 0.033
C -1.151086 0.366161 1.335219 -0.163 -0.462 0.140
O -0.141749 -0.371519 1.732461 -0.220 -0.016 -0.030
C 0.545350 1.172590 -0.862633 0.049 0.020 -0.114
C 1.579266 0.078146 -0.650982 0.189 0.371 -0.043
O 0.949581 -1.210549 -0.656314 0.145 -0.201 -0.047
H -2.856305 -0.658159 0.818022 0.016 -0.004 -0.071
H -2.336399 0.410186 -0.471996 0.057 -0.078 0.221
H -1.512280 -1.167920 -0.255949 0.002 0.113 0.172
H -0.047185 1.384717 0.033680 0.224 0.052 -0.260
H 0.029099 -1.148632 1.149851 -0.109 0.116 0.032
H 1.046896 2.109136 -1.119158 0.024 -0.113 -0.076
H -0.135266 0.898805 -1.675255 0.147 0.074 0.058
H 2.099885 0.224414 0.305403 -0.051 0.030 -0.153
H 2.320092 0.122755 -1.460527 -0.083 -0.046 0.138
H 1.646164 -1.876788 -0.717425 -0.180 0.102 0.000

Entry 3:
21
Properties=species:S:1:pos:R:3:forces:R:3 method="wB97M-V/def2-TZVPD" e_lumo_ev=-1.626 energy_ha=-366.21610 relative_energy_ev=5.927 gap_ev=7.750 homo_energy_ev=-9.4
C 0.049309 1.522315 -0.993533 2.875 1.190 -0.509
C 0.568864 1.690672 -2.381484 1.382 -0.412 -1.066
C -0.795217 0.415918 -0.734502 -1.045 -4.309 0.169
N -1.379094 0.533506 0.588651 -0.788 -2.117 -1.314
C -0.391912 0.111465 1.629239 0.667 2.129 -0.360
C 0.600659 -0.912564 1.159946 -0.591 -2.313 -1.912
C -0.151094 -2.304335 1.070736 2.120 1.146 0.159
O -0.953303 -0.605038 -1.483928 0.156 3.647 2.174
H -0.329288 2.380620 -0.454795 0.534 0.281 0.044
H 1.890217 1.050569 -0.018415 -2.848 0.783 -1.171
H 1.005451 2.681321 -2.603999 -0.136 -0.502 0.434
H -0.136850 1.479596 -3.188332 -0.606 0.136 0.391
H 1.336923 0.905472 -2.594644 -0.425 0.752 0.269
H -2.076717 -0.201916 0.610429 -0.452 0.070 -0.223
H -0.929782 -0.235711 2.539828 0.338 0.473 -0.623
H 0.091013 1.091137 1.749313 0.364 -0.510 1.087
H 1.352743 -1.065302 1.952635 0.385 0.547 -0.965
H 0.919824 -0.810345 0.009447 0.169 0.429 3.116
H -1.149308 -2.069519 0.731742 -0.359 -0.863 0.190
H 0.421995 -2.917401 0.371914 -0.555 -0.088 -0.198
H 0.055568 -2.740459 2.039752 -1.186 -0.469 0.308

Entry 4:
11
Properties=species:S:1:pos:R:3:forces:R:3 method="wB97M-V/def2-TZVPD" e_lumo_ev=1.154 energy_ha=-173.23828 smiles="C=C(C)N" relative_energy_ev=0.103 gap_ev=9.216 homo_energy_ev=-8.1
C 0.888672 0.540241 -0.805787 -0.182 -0.114 0.793
C -0.092609 -0.069461 0.172016 -0.585 -0.034 -0.689
C 0.129936 -1.209403 0.821723 0.663 -0.033 0.576
N -1.295847 0.628479 0.271711 0.961 -1.111 1.490
H 1.412681 -0.240820 -1.344672 0.060 0.002 -0.102
H 1.613028 1.131472 -0.247162 0.079 0.180 -0.175
H 0.347835 1.180933 -1.497148 0.173 0.088 -0.175
H -0.574559 -1.664425 1.505803 -0.172 0.142 -0.055
H 1.137859 -1.603041 0.865938 -0.090 -0.173 -0.298
H -1.544151 1.189556 -0.482523 -0.650 0.830 -1.248
H -2.022845 0.116468 0.740101 -0.257 0.223 -0.116

Entry 5:
105
Properties=species:S:1:pos:R:3:forces:R:3 method="wB97M-V/def2-TZVPD" spin_multiplicity=3 charge=-1 e_lumo_ev="2.296 / 2.296" energy_ha=-4749.06266 gap_ev="6.539 / 6.540" homo_energy_ev="-4.2 / -4.2"
Tm 0.589651 0.233368 0.482355 -0.447 -0.172 -0.204
C 0.080141 1.708825 4.306883 0.016 -0.098 -0.147
C -0.350075 0.297631 4.025608 -0.083 0.306 0.128
C -1.082059 -0.397530 4.968183 0.007 0.059 -0.005
C -1.362156 -1.743180 4.729131 0.075 -0.029 -0.082
C -0.856653 -2.347079 3.612387 -0.210 -0.003 0.049
C -0.086207 -1.599615 2.682360 0.325 -0.037 0.089
N 0.081921 -0.259705 2.890588 -0.080 -0.243 -0.343
N 0.533378 -2.094290 1.607786 -0.112 0.673 -0.278
Si 0.638579 -3.776609 1.303962 0.607 -0.947 -0.491
C 1.871318 -4.074581 -0.120799 -0.571 0.089 0.551
C -1.009556 -4.639062 0.800299 0.418 0.457 0.305
C 1.419376 -4.751210 2.777268 -0.443 0.489 -0.348
H 1.083896 1.680782 4.734717 0.092 0.051 0.120
H -0.591758 2.179029 5.019716 -0.006 0.093 0.079
H 0.112120 2.303515 3.397298 -0.034 -0.021 0.004
H -1.424894 0.096864 5.863385 -0.003 0.075 0.075
H -1.964128 -2.304288 5.434994 0.010 -0.050 -0.015
H -1.047854 -3.384734 3.404588 -0.102 -0.218 -0.011
H 1.507867 -3.670822 -1.056854 -0.107 0.070 -0.197
H 2.045749 -5.135773 -0.264238 -0.057 -0.347 0.054
H 2.827747 -3.609586 0.088508 0.213 0.169 0.054
H -1.739376 -3.884757 0.515339 -0.112 0.173 -0.063
H -1.443397 -5.224965 1.607540 -0.035 -0.082 0.180
H -0.873456 -5.302335 -0.049479 0.141 -0.116 -0.145
H 2.323608 -4.248157 3.105149 0.229 0.182 0.018
H 1.696905 -5.763742 2.497342 -0.034 -0.187 -0.199
H 0.764224 -4.813726 3.641140 -0.146 -0.028 0.151
C 3.682782 2.408541 -0.603304 -0.252 -0.122 0.104
C 2.720099 3.441315 -0.102472 -0.091 -0.245 0.018
C 3.160473 4.778453 -0.178988 -0.135 0.478 0.155
C 2.369995 5.777780 0.300432 0.204 -0.263 -0.130
C 1.102692 5.455176 0.824199 0.051 -0.404 -0.024
C 0.263280 6.450771 1.342938 -0.330 0.172 0.170
C -0.965592 6.107777 1.851409 0.396 0.522 -0.124
C -1.393902 4.793279 1.805447 0.195 -0.549 -0.123
C -0.604456 3.765314 1.290914 -0.253 0.162 0.095
S -1.287951 2.192704 1.233577 0.045 -0.490 -0.056
C 0.712516 4.079444 0.820559 -0.308 0.865 0.310
N 1.543399 3.098440 0.389874 0.520 -0.360 -0.264
H 4.145012 2.761638 -1.526460 0.036 -0.027 -0.041
H 3.175115 1.464923 -0.786814 0.189 0.054 -0.011
H 4.477672 2.262753 0.128797 0.083 -0.055 0.019
H 4.138021 4.983258 -0.596502 0.011 0.001 -0.005
H 2.699422 6.809433 0.290481 -0.020 0.062 -0.015
H 0.604949 7.475845 1.332220 0.030 0.110 0.035
H -1.606251 6.863949 2.282507 -0.077 0.096 -0.005
H -2.375308 4.526658 2.167157 -0.088 -0.022 0.051
I 3.202612 0.721493 2.494322 0.571 -0.688 -0.621
C 4.499133 -0.460612 1.225112 -0.080 0.589 0.831
C 5.775606 -0.634862 1.686006 -0.381 0.194 0.144
C 6.699516 -1.357895 0.921674 0.085 -0.113 -0.236
C 6.321557 -1.856913 -0.290498 0.212 -0.003 0.155
C 5.009834 -1.676320 -0.774920 -0.283 0.128 0.190
C 4.643650 -2.199142 -2.029488 -0.171 -0.035 -0.223
C 3.364198 -2.045288 -2.482624 0.219 -0.145 -0.101
C 2.409046 -1.381772 -1.699142 0.002 0.425 0.641
C 2.672415 -0.815259 -0.452945 -0.080 0.060 -0.429
C 4.026207 -0.971807 -0.002444 -0.286 -0.190 -0.253
H 6.072511 -0.218195 2.634232 0.031 0.056 0.134
H 7.700129 -1.498289 1.302157 0.123 -0.046 -0.011
H 7.024179 -2.409074 -0.901778 0.046 -0.034 -0.039
H 5.392374 -2.724537 -2.608984 0.015 -0.026 -0.069
H 3.074379 -2.446969 -3.447375 0.021 -0.059 -0.032
H 1.402777 -1.329541 -2.110958 -0.062 0.104 -0.023
C 2.517189 1.475713 -4.039467 -0.865 -0.021 0.384
S 0.859072 1.695210 -3.192159 1.753 0.580 -1.493
C 0.929294 3.526913 -3.219808 -0.263 -0.664 0.112
O 1.154304 1.306159 -1.799272 0.164 -0.219 1.061
H 2.488701 1.970789 -5.002217 -0.056 0.163 -0.236
H 2.652837 0.411447 -4.184623 0.009 -0.227 0.019
H 3.324984 1.856232 -3.429669 0.081 0.159 0.206
H 0.633198 3.858720 -4.208432 -0.002 0.067 -0.200
H 1.919785 3.875181 -2.955874 0.242 -0.039 0.010
H 0.202926 3.863578 -2.490830 -0.130 -0.014 0.086
O -1.450563 2.117206 -2.760114 -0.606 0.281 0.307
C -1.931714 1.194742 -2.109421 -0.133 0.514 -0.365
N -3.230978 0.784911 -2.251351 -0.132 -0.108 0.025
C -3.525150 -0.309754 -1.349873 0.147 -0.044 -0.037
C -2.171081 -0.381861 -0.597367 -0.630 0.244 -0.251
O -1.901528 -1.095716 0.360889 0.098 0.071 0.261
N -1.291535 0.406753 -1.210508 0.785 -0.662 0.597
C -3.557995 -1.622064 -2.111850 -0.180 -0.331 -0.164
C -2.685443 -1.796433 -3.181007 -0.076 0.009 -0.008
C -2.660686 -2.987758 -3.878827 0.071 0.010 -0.055
C -3.506431 -4.022243 -3.516426 -0.084 -0.120 -0.022
C -4.362486 -3.860979 -2.440965 -0.042 -0.169 -0.036
C -4.382819 -2.671366 -1.732986 0.056 0.105 0.018
C -4.790928 -0.029921 -0.586733 -0.009 0.060 0.096
C -5.965790 0.073845 -1.328428 0.035 -0.027 0.089
C -7.162672 0.376443 -0.710858 -0.084 0.032 -0.109
C -7.200551 0.580020 0.658097 -0.033 -0.005 0.140
C -6.034268 0.487566 1.397658 -0.070 0.038 0.079
C -4.828536 0.189214 0.780657 0.103 -0.076 -0.032
H -3.943781 1.382125 -2.631406 0.105 0.064 0.005
H -2.025164 -0.989697 -3.463169 0.040 0.021 -0.068
H -1.978800 -3.105448 -4.708614 0.056 -0.029 -0.070
H -3.499606 -4.949266 -4.071860 0.013 -0.081 -0.017
H -5.023531 -4.666007 -2.152508 -0.028 -0.068 0.043
H -5.046278 -2.553240 -0.888877 -0.050 -0.012 0.056
H -5.937113 -0.097160 -2.395518 -0.010 -0.052 -0.125
H -8.064844 0.455249 -1.299180 -0.107 -0.001 -0.050
H -8.138418 0.806508 1.145502 -0.051 0.035 0.044
H -6.060309 0.655557 2.464505 0.028 0.006 0.086
H -3.920296 0.122092 1.359407 0.119 -0.002 0.068

Entry 6:
8
Properties=species:S:1:pos:R:3:forces:R:3 method="wB97M-V/def2-TZVPD" e_lumo_ev=0.636 energy_ha=-1052.99769 smiles="ClC1=CN1.Cl" relative_energy_ev=3.410 gap_ev=8.924 homo_energy_ev=-8.3
C -0.031927 -0.968027 -0.146344 1.025 0.812 -0.129
C 1.055309 -0.439389 -0.640363 -1.313 -2.314 1.156
N 0.413894 0.311351 0.454569 -1.496 1.611 0.783
Cl -1.350027 -2.016013 0.114526 0.948 0.472 -0.347
Cl -3.928232 0.586371 -0.080061 0.931 -0.746 -0.467
H -2.943876 -0.195694 -0.512498 -1.026 0.844 0.474
H 2.020817 -0.609721 -1.034151 0.530 0.196 -0.589
H 0.758984 0.266884 1.436592 0.400 -0.875 -0.881

Entry 7:
7
Properties=species:S:1:pos:R:3:forces:R:3 method="wB97M-V/def2-TZVPD" spin_multiplicity=3 charge=+2 e_lumo_ev="-11.417 / -13.293" energy_ha=-1237.52823 relative_energy_ev=2.915 gap_ev="6.167 / 4.278" homo_energy_ev="-17.6 / -17.6"
O 0.260991 1.540573 -1.024743 0.177 2.272 -0.748
C 0.455051 0.450849 -1.403754 -1.094 -0.979 3.095
C 0.394233 -0.825145 -1.075482 0.126 -0.671 -0.268
H 1.286697 -1.266191 -0.623348 -0.250 -0.312 -0.665
H -1.110112 0.119181 3.564233 0.148 0.107 -0.275
H -0.537545 -1.349297 -1.305381 0.645 -0.276 -0.314
Tm -0.749312 1.330030 1.868474 0.248 -0.141 -0.826

Entry 8:
21
Properties=species:S:1:pos:R:3:forces:R:3 method="wB97M-V/def2-TZVPD" e_lumo_ev=-0.063 energy_ha=-648.70103 smiles="O=C(O)/C=C/c1ccc(O)c(O)c1" relative_energy_ev=0.543 gap_ev=8.433 homo_energy_ev=-8.5
C 1.041124 -3.376304 -1.805466 -0.412 -1.112 0.489
C 1.149983 -1.997430 -1.196222 1.796 -1.023 -1.064
C 0.098138 -1.386417 -0.700504 -1.107 0.639 1.112
C 0.063601 -0.052610 -0.102811 -0.101 2.466 0.745
C 1.175412 0.796168 0.171150 0.245 -2.480 -0.679
C 1.100350 2.061568 0.693864 -0.175 0.823 0.364
C -0.155536 2.567729 1.047688 0.175 -1.109 0.227
C -1.275215 1.732676 0.889081 0.099 1.130 -0.225
C -1.179394 0.509832 0.258291 -0.695 -1.715 -0.140
H -0.018829 -3.988932 -0.258060 0.181 -0.341 -1.700
H 2.169190 -1.530858 -1.279987 -1.266 -0.460 0.008
H -0.885623 -1.886253 -0.633802 0.629 0.062 -0.356
H 2.127497 0.276998 0.036291 0.095 0.736 -0.119
H 1.999722 2.670959 0.874906 -0.538 -0.424 -0.071
H -1.220008 3.965625 1.743847 -0.745 0.047 0.088
H -3.196307 1.798956 1.068785 0.742 0.741 0.430
H -2.060183 -0.173718 0.100078 0.593 1.113 0.279
O 0.147159 -4.263721 -1.209474 0.083 1.302 1.707
O 1.643423 -3.817130 -2.740304 0.249 0.926 -0.047
O -0.296029 3.743904 1.687778 1.063 0.173 -0.313
O -2.428474 2.348956 1.354871 -0.912 -1.493 -0.737

Entry 9:
20
Properties=species:S:1:pos:R:3:forces:R:3 method="wB97M-V/def2-TZVPD" spin_multiplicity=2 charge=+1 e_lumo_ev="-3.811 / -7.420" energy_ha=-290.82756 relative_energy_ev=1.392 gap_ev="8.940 / 5.329" homo_energy_ev="-12.8 / -12.7"
C 1.346510 -0.067084 -1.979133 -0.168 -0.191 -0.432
C 0.030907 -0.558830 -2.444427 0.607 0.497 -0.358
C -1.146456 -0.355350 -1.752303 -1.664 0.106 0.284
N -2.359323 -0.645595 -2.262532 0.936 -1.867 0.949
H 1.259643 0.746896 -1.264769 0.001 -0.072 0.134
H 1.932505 -0.883074 -1.540995 -0.064 -0.070 0.123
H 1.934659 0.246645 -2.843144 -0.026 0.092 0.002
H -0.057188 -1.001111 -3.433439 0.133 -0.137 0.070
H -1.194906 0.051968 -0.747208 0.410 0.197 -0.038
H -3.075931 -0.860928 -1.563144 -0.057 0.772 -0.291
H -2.376321 -1.377045 -2.977205 -0.059 0.677 -0.407
C 0.060471 1.140108 3.405057 -0.303 0.277 -0.606
C 0.503077 0.731335 2.024371 -0.683 -0.227 1.058
C 0.753449 -0.532213 1.697375 1.122 0.880 -0.620
H -0.936252 1.587024 3.331226 0.019 -0.018 0.138
H 0.006587 0.291650 4.080829 0.130 0.016 0.088
H 0.708988 1.924804 3.795257 0.077 -0.123 0.132
H 0.547045 1.546947 1.309783 0.205 -0.114 -0.214
H 1.232469 -0.669051 0.730571 -0.326 -0.544 0.003
H 0.830067 -1.317097 2.433831 -0.290 -0.149 -0.016

Entry 10:
20
Properties=species:S:1:pos:R:3:forces:R:3 method="wB97M-V/def2-TZVPD" charge=-1 e_lumo_ev=3.095 energy_ha=-1058.53475 relative_energy_ev=0.000 gap_ev=6.168 homo_energy_ev=-3.1
C -0.664592 1.688803 -1.213083 -1.091 -0.703 1.732
C -2.316703 2.173926 0.238113 2.273 -2.157 -1.306
C -0.759704 0.442572 -0.522328 0.105 1.652 -0.308
C -1.042108 -2.691597 0.321999 -0.180 -0.524 -0.284
C 1.253679 -0.724753 -1.410017 0.386 0.415 0.009
C 1.588624 0.577437 1.356458 1.634 0.205 -1.331
C 0.070036 -0.680519 -0.631525 1.040 -0.688 -1.357
N -1.624614 2.625877 -0.755553 0.919 -0.801 0.135
N 0.798998 0.602651 2.309055 -1.879 -0.508 2.087
N -0.256384 -1.931712 -0.119963 -0.370 0.370 0.587
O 1.897394 -1.972684 -1.459494 -0.680 -2.263 1.021
O -1.725853 -3.587800 0.670132 -0.475 -0.312 0.549
O 1.818028 0.227794 -1.969765 -0.555 -1.189 0.410
S -1.933123 0.516042 0.779645 0.095 1.047 -1.551
H 0.176147 1.954540 -1.874176 -0.952 -0.213 0.277
H -3.043350 2.631432 0.775625 -2.113 1.719 1.152
H 2.014544 -0.309747 0.860984 -0.148 0.324 0.319
H 1.898830 1.565458 0.969082 0.111 -0.559 -0.024
H 0.417484 -0.316031 2.629359 0.801 0.636 -0.469
H 1.432668 -2.791681 -0.954550 1.079 3.548 -1.649

What did the eighth record say?
21
Properties=species:S:1:pos:R:3:forces:R:3 method="wB97M-V/def2-TZVPD" e_lumo_ev=-0.063 energy_ha=-648.70103 smiles="O=C(O)/C=C/c1ccc(O)c(O)c1" relative_energy_ev=0.543 gap_ev=8.433 homo_energy_ev=-8.5
C 1.041124 -3.376304 -1.805466 -0.412 -1.112 0.489
C 1.149983 -1.997430 -1.196222 1.796 -1.023 -1.064
C 0.098138 -1.386417 -0.700504 -1.107 0.639 1.112
C 0.063601 -0.052610 -0.102811 -0.101 2.466 0.745
C 1.175412 0.796168 0.171150 0.245 -2.480 -0.679
C 1.100350 2.061568 0.693864 -0.175 0.823 0.364
C -0.155536 2.567729 1.047688 0.175 -1.109 0.227
C -1.275215 1.732676 0.889081 0.099 1.130 -0.225
C -1.179394 0.509832 0.258291 -0.695 -1.715 -0.140
H -0.018829 -3.988932 -0.258060 0.181 -0.341 -1.700
H 2.169190 -1.530858 -1.279987 -1.266 -0.460 0.008
H -0.885623 -1.886253 -0.633802 0.629 0.062 -0.356
H 2.127497 0.276998 0.036291 0.095 0.736 -0.119
H 1.999722 2.670959 0.874906 -0.538 -0.424 -0.071
H -1.220008 3.965625 1.743847 -0.745 0.047 0.088
H -3.196307 1.798956 1.068785 0.742 0.741 0.430
H -2.060183 -0.173718 0.100078 0.593 1.113 0.279
O 0.147159 -4.263721 -1.209474 0.083 1.302 1.707
O 1.643423 -3.817130 -2.740304 0.249 0.926 -0.047
O -0.296029 3.743904 1.687778 1.063 0.173 -0.313
O -2.428474 2.348956 1.354871 -0.912 -1.493 -0.737